Here is a 2-piece molecular cluster, C31H34NOSi overall in a non-equilibrium geometry from the OMol25 dataset. Energies are from wB97M-V/def2-TZVPD.

```
68
Properties=species:S:1:pos:R:3:mulliken_charge:R:1
C 0.71191 0.94454 -2.60748 0.03
H 4.55950 -4.89796 3.61964 0.34
H -2.66121 3.39701 -5.49913 0.40
H -0.04378 3.25824 -0.21790 0.38
C 3.00837 -2.33122 1.96476 0.34
H -4.33897 4.40905 1.35914 0.41
C -5.07648 2.14267 -3.42850 -0.68
H 2.66870 0.61242 -3.46408 0.57
H 6.16084 -2.62558 5.79176 0.35
C -0.01661 1.61119 -1.61101 0.12
C -2.85757 1.73701 -2.52178 0.27
C -4.50502 2.76497 -4.54497 -0.53
H 2.78365 -4.49589 1.93834 0.46
C 2.70933 2.10908 -1.89155 -0.61
H -6.16177 2.04752 -3.34057 0.40
C -2.29756 2.40206 -3.61969 -0.40
C -1.05985 -2.26585 0.59272 -0.65
C -2.47746 1.94423 2.81561 -0.67
H -0.78232 -1.86739 1.58966 0.31
C 3.31569 -3.65937 2.38790 -0.59
C 2.21288 -2.02965 0.81233 0.10
H 7.16098 -2.66774 4.33859 0.33
H -1.86004 -1.11811 -2.23427 0.47
H 1.64226 -1.09912 0.76294 0.39
H -3.75654 3.50499 3.60435 0.37
C -2.29699 1.84379 0.39176 0.52
N -0.64446 -1.33789 -0.45778 0.20
H -3.79042 -1.67164 -1.18495 0.38
H 0.20743 0.24426 -3.28046 0.45
H 0.11209 -1.64582 -1.07035 0.18
H -4.70628 1.14680 -1.54573 0.37
C 2.08690 1.17273 -2.72764 -0.75
C -3.33355 3.04604 2.70973 -0.51
C -3.11536 2.90756 -4.63541 -0.73
H 5.06854 -0.66896 4.14261 0.40
C -3.66454 3.55842 1.45408 -0.74
C 0.57051 2.65635 -0.89255 -0.55
O 2.31440 -2.69938 -0.31657 -0.28
C -4.25497 1.62729 -2.41859 0.15
H 3.79446 2.22462 -1.92765 0.42
C -3.15008 2.95509 0.30486 -0.32
H 2.40833 3.69378 -0.44099 0.43
Si -1.73600 1.08666 -1.20859 -0.44
H -5.14402 3.13295 -5.35024 0.38
H -3.59929 -0.45276 0.05800 0.13
H 6.41398 -4.16069 4.92045 0.36
C -2.60324 -2.37081 0.53524 -0.86
C 1.94219 2.89984 -1.02661 -0.72
C -3.08812 -1.28562 -0.44153 -0.63
H -0.53927 -3.23360 0.50399 0.36
H -3.45538 3.33956 -0.66969 0.41
C 4.60202 -1.51615 3.63729 -0.52
H 2.29171 -1.57944 -2.08342 0.09
H -2.97530 -2.26438 1.55792 0.34
C -1.80389 -0.81486 -1.16159 0.20
C 6.24920 -3.08471 4.79285 -1.33
H 3.26774 -0.24340 2.45260 0.47
H 3.91147 -1.63313 -1.27849 0.32
C -1.93021 1.36170 1.66009 0.11
C 3.60787 -1.25713 2.69444 -0.46
C 5.03845 -2.83082 3.92537 0.83
H -1.22350 0.53160 1.73815 0.27
C 2.99017 -2.20471 -1.51037 -0.40
H -2.25429 1.54023 3.80758 0.39
C 4.30376 -3.87757 3.34096 -0.58
H -1.21374 2.51333 -3.68305 0.22
H 3.21305 -3.13193 -2.05122 0.26
H -2.91030 -3.34429 0.13869 0.29
```

Computed properties:
Charge: +1


Here is a 11-piece molecular cluster, H22O11 overall in a non-equilibrium geometry from the OMol25 dataset. Energies are from wB97M-V/def2-TZVPD.

```
33
Properties=species:S:1:pos:R:3:mulliken_charge:R:1
H 2.20093 -0.79199 1.11174 0.29
H -1.88362 -4.28251 -1.39035 0.29
H -4.26632 -0.04649 1.12853 0.27
H -3.00214 -3.26816 -1.21699 0.39
O -1.75733 4.18939 0.74828 -0.60
O 1.84703 -1.65967 0.88621 -0.66
H 0.15589 -1.34331 0.11071 0.38
O -2.52091 -2.05113 -0.22199 -0.67
O 0.27078 -0.57037 -0.45352 -0.60
H 2.62291 -2.16910 0.62640 0.30
O 2.39729 2.97318 1.11680 -0.59
H 4.92839 1.29455 -2.07966 0.30
H 1.83903 -2.25450 5.04628 0.30
H 3.32123 -0.20316 -3.25012 0.31
H -3.11047 -2.42286 0.44376 0.32
H -2.30885 2.79427 -1.43986 0.30
H -0.53738 -0.54062 -0.97792 0.27
H 1.03947 -2.71313 3.83781 0.31
H -2.74094 1.42632 -1.94192 0.30
O -2.51780 -3.75749 -1.89150 -0.62
O 2.99365 -1.04148 -2.90529 -0.57
O 1.92449 -2.43979 4.10428 -0.60
O -2.48578 2.30319 -2.25012 -0.61
H 2.61789 -1.48137 -3.67619 0.29
O -4.07264 0.89460 1.20495 -0.57
H -3.00326 -1.28977 -0.56354 0.31
H 4.13003 1.29526 -0.78634 0.28
H -1.32797 3.45488 0.29536 0.32
H 1.73991 3.39039 1.68493 0.29
H -4.72182 1.21679 1.84036 0.30
O 4.06933 1.05103 -1.71675 -0.60
H -1.05149 4.58836 1.26943 0.29
H 3.21046 3.45469 1.30625 0.31
```

Computed properties:
Structure (SMILES): O.O.O.O.O.O.O.O.O.O.O
Charge: 0


We obtain LUMO values of -5.574 -0.161 eV for the records listed above, in that order.
We obtain energy relative to the best compared isomer or geometry (same formula, charge and spin) values of 109.89 354.33 kJ/mol for the records listed above, in that order.
We obtain HOMO values of -10.43 -10.02 eV for the records listed above, in that order.